No. 1
7
Properties=species:S:1:pos:R:3:forces:R:3:lowdin_charge:R:1 method="wB97M-V/def2-TZVPD" gap_ev="8.788 / 8.790" smiles="O=NC(=O)OO"
C 1.660 0.183 -0.141 -2.1 1.1 1.1 -0.54
N 3.015 0.007 -0.492 2.1 -0.5 -1.5 0.08
O 1.184 1.286 -0.061 0.2 -0.4 0.0 0.15
O -0.428 -0.860 -0.264 -0.5 0.2 -0.1 0.05
O 3.944 -0.008 0.256 -1.2 0.1 0.4 0.11
O 0.979 -0.960 -0.171 0.7 -0.3 0.2 0.03
H -0.722 0.034 0.023 0.9 -0.1 0.0 0.12

No. 2
7
Properties=species:S:1:pos:R:3:forces:R:3:lowdin_charge:R:1 method="wB97M-V/def2-TZVPD" gap_ev="4.847 / 5.476"
C -0.009 0.237 -0.719 -1.5 0.8 0.7 -0.74
N 0.193 -0.378 -1.758 1.6 -1.6 0.6 0.03
P -1.934 1.413 -0.079 1.5 -0.9 -0.4 0.46
P 0.749 0.365 1.022 0.9 -0.8 -0.1 0.00
S -1.257 0.963 1.724 -0.6 0.2 -0.6 0.12
S 1.249 -1.466 1.490 0.0 0.3 0.0 0.00
H 1.009 -1.133 -1.680 -1.9 2.0 -0.2 0.13

No. 3
5
Properties=species:S:1:pos:R:3:forces:R:3:lowdin_charge:R:1 method="wB97M-V/def2-TZVPD" total_charge=+2 gap_ev="8.295 / 11.024" spin_multiplicity=2 s2=0.75
O 1.993 -0.687 -0.301 -0.6 0.4 0.0 0.26
C 0.791 -0.959 -0.023 1.9 0.0 -0.4 -0.12
O -0.121 -0.151 0.043 -0.9 0.2 0.1 -0.28
Pb -2.059 0.718 0.321 -1.0 0.3 0.2 1.92
H 2.078 0.303 -0.472 0.5 -1.0 0.1 0.21

No. 4
5
Properties=species:S:1:pos:R:3:forces:R:3:lowdin_charge:R:1 method="wB97M-V/def2-TZVPD" gap_ev="7.875 / 6.484" spin_multiplicity=4 s2=3.76
H 0.040 0.367 -1.900 -1.4 1.1 2.2 0.22
O 0.647 -0.980 0.166 -0.4 -0.9 -0.8 -0.28
O -0.460 0.555 -0.862 0.3 0.3 -4.5 -0.35
C -0.042 -0.753 -0.853 1.2 -2.8 -0.9 -0.45
Pt -0.050 0.698 1.139 0.2 2.3 3.9 0.86

No. 5
10
Properties=species:S:1:pos:R:3:forces:R:3:lowdin_charge:R:1 method="wB97M-V/def2-TZVPD" total_charge=-1 gap_ev=8.799
C -0.773 0.265 0.820 2.6 -0.5 -2.3 -0.59
O 0.063 2.309 -1.288 0.1 -0.9 0.4 -0.36
O 0.410 1.026 3.021 0.6 0.0 0.1 -0.31
O 1.794 -0.624 1.842 0.0 0.2 -0.7 -0.31
O -0.377 3.351 0.831 -0.6 -0.6 0.3 -0.35
O 1.345 1.623 0.820 0.6 -0.9 -0.4 -0.42
O -1.894 0.004 1.168 1.2 -0.1 -0.4 -0.02
S 0.849 0.452 1.772 -1.6 0.0 2.4 0.54
S -0.138 2.103 0.133 -0.3 2.5 -1.0 0.66
H 0.250 -0.250 -0.442 -2.5 0.3 1.7 0.16

No. 6
10
Properties=species:S:1:pos:R:3:forces:R:3:lowdin_charge:R:1 method="wB97M-V/def2-TZVPD" total_charge=-1 gap_ev=8.754 smiles="O=COS12([O-])=S(=O)(O1)O2"
C 1.881 -0.260 -1.230 1.1 0.1 -1.4 -0.56
O -0.012 -1.488 1.409 0.2 -0.2 0.5 -0.41
O -2.761 1.883 0.578 0.4 -0.1 0.0 -0.46
O 1.105 -0.522 -2.128 0.0 0.0 -0.5 -0.05
O -0.394 0.942 0.882 -0.3 -0.4 -0.2 -0.53
O -2.148 -0.515 0.415 -0.6 1.1 0.7 -0.58
O 1.643 -0.162 0.012 -0.3 0.3 1.3 -0.19
S -2.049 0.804 1.246 -1.3 0.1 0.3 0.75
S -0.229 -0.607 0.295 1.1 -0.7 -0.7 0.92
H 2.963 -0.075 -1.478 -0.3 -0.1 0.2 0.12

No. 7
4
Properties=species:S:1:pos:R:3:forces:R:3:lowdin_charge:R:1 method="wB97M-V/def2-TZVPD" total_charge=-1 gap_ev=5.008
C 1.333 1.062 -1.243 0.7 1.7 2.3 -1.12
O 1.646 1.907 -0.461 -1.1 -2.0 -1.6 -0.05
S 1.325 0.194 -2.550 0.1 -0.1 -0.9 0.44
H -0.237 -0.598 -0.228 0.2 0.5 0.2 -0.27

No. 8
6
Properties=species:S:1:pos:R:3:forces:R:3:lowdin_charge:R:1 method="wB97M-V/def2-TZVPD" total_charge=+2 gap_ev="7.064 / 9.197" spin_multiplicity=3 s2=2.01
Hg -2.517 3.398 -1.236 -0.1 0.1 0.0 1.02
O -2.304 1.168 -0.408 0.3 -0.3 -0.1 -0.53
O 1.251 -1.345 -1.276 2.1 1.1 -0.2 -0.02
O 0.022 -1.865 -0.953 -3.7 -0.5 1.5 -0.18
C 1.571 -1.510 -2.390 1.0 -0.1 -1.2 0.48
Mg -1.404 -0.525 -0.297 0.3 -0.4 -0.1 1.23

Number 1: total energy -10727.401 eV. Number 2: total energy -42788.767 eV. Number 3: total energy -10373.617 eV. Number 4: total energy -8386.603 eV. Number 5: total energy -35006.731 eV. Number 6: total energy -35009.266 eV. Number 7: total energy -13934.299 eV. Number 8: total energy -16772.152 eV.